# 1
Here is a 3-piece molecular cluster, C4H11NO6S overall from the OMol25 dataset. Energies are from ωB97M-V with the def2-TZVPD basis set.

The calculation puts the relative energy (zero: lowest compared OMol25 entry of this formula, charge and spin) at 24.5 kJ/mol. The calculation puts the max |F| at 1.57 eV/Å. The value obtained for the LUMO energy is 0.6 eV. Its spin multiplicity is 1. As for the molecular weight: 201.20 u. The calculation puts the total energy at -28935.0839 eV.

CARTESIAN COORDINATES (ANGSTROEM)
C: 2.15 0.81 0.71
C: 0.25 2.14 -1.02
C: 0.67 0.63 0.91
C: -0.45 -1.39 1.79
N: -0.10 1.25 0.08
O: -0.56 -1.91 -2.93
O: -2.09 -1.94 -1.01
O: -1.73 0.19 -2.30
O: 0.31 -2.12 0.97
O: -1.57 -1.05 1.52
O: 0.09 -1.30 3.02
S: -0.86 -1.16 -1.74
H: 2.69 0.47 1.59
H: 2.45 0.18 -0.13
H: 2.44 1.83 0.49
H: -0.60 2.26 -1.67
H: 0.56 3.12 -0.64
H: 1.08 1.71 -1.59
H: -1.10 1.09 0.19
H: -2.17 -0.02 -3.13
H: 1.16 -2.31 1.39
H: -2.13 -1.69 -0.07
H: -0.48 -0.77 3.60

=====

# 2
Here is C29H43AsN7O6SW as an isolated structure from the OMol25 dataset. Energies are from ωB97M-V with the def2-TZVPD basis set.

The calculation puts the max |F| at 0.94 eV/Å. Its net charge is +1. The value obtained for the LUMO energy (spin up / spin down) is -3.1 / -3.5 eV. Its spin multiplicity is 3. As for the molecular weight: 876.54 u. The calculation puts the total energy at -126980.7095 eV.

CARTESIAN COORDINATES (ANGSTROEM)
W: 0.14 0.55 0.21
C: 1.09 -3.73 1.91
N: 0.88 -2.61 2.82
C: 0.87 -2.98 4.23
C: 0.70 -1.35 2.41
N: 1.22 -0.85 1.27
C: 2.41 -1.43 0.72
C: 3.43 -1.80 1.56
C: 4.46 -2.64 1.13
C: 4.42 -3.18 -0.12
C: 3.42 -2.76 -1.04
C: 3.36 -3.34 -2.33
C: 2.43 -2.93 -3.24
C: 1.64 -1.81 -2.94
C: 1.72 -1.18 -1.73
N: 1.12 0.11 -1.57
C: 1.26 1.05 -2.49
N: 0.36 2.08 -2.52
C: 0.81 3.46 -2.71
C: -0.95 1.94 -1.92
N: 2.25 1.10 -3.40
C: 2.03 1.66 -4.73
C: 3.57 0.51 -3.21
C: 2.49 -1.76 -0.67
N: -0.03 -0.51 3.19
C: -1.26 -0.92 3.88
C: 0.08 0.91 2.95
H: 2.08 -4.17 2.06
H: 1.00 -3.42 0.88
H: 0.32 -4.48 2.11
H: 1.76 -3.60 4.42
H: -0.01 -3.57 4.48
H: 0.92 -2.10 4.86
H: 3.38 -1.49 2.60
H: 5.25 -2.92 1.82
H: 5.14 -3.91 -0.44
H: 4.05 -4.14 -2.57
H: 2.34 -3.42 -4.20
H: 0.98 -1.41 -3.70
H: 1.89 3.49 -2.81
H: 0.52 4.05 -1.84
H: 0.36 3.90 -3.60
H: -1.47 1.04 -2.26
H: -1.56 2.81 -2.18
H: -0.95 2.01 -0.81
H: 0.97 1.85 -4.90
H: 2.37 0.93 -5.47
H: 2.59 2.58 -4.88
H: 3.74 0.29 -2.16
H: 4.31 1.24 -3.54
H: 3.68 -0.40 -3.81
H: -1.37 -1.99 3.86
H: -2.11 -0.48 3.36
H: -1.23 -0.57 4.91
H: 1.11 1.23 2.89
H: -0.41 1.45 3.76
H: -0.52 1.27 2.08
O: -1.17 -4.77 -0.50
C: -1.24 -3.58 -0.71
O: -1.09 -2.83 -1.72
C: -1.61 -2.58 0.43
O: -1.84 -2.63 1.58
O: -1.77 0.16 0.59
O: 0.01 3.33 0.94
C: 1.22 3.20 0.78
C: 2.29 4.26 0.89
C: 3.57 3.50 0.54
C: 3.11 2.08 0.23
O: 3.81 1.18 -0.16
N: 1.73 1.99 0.43
H: 2.28 4.67 1.90
H: 2.05 5.08 0.21
H: 4.28 3.46 1.35
H: 4.10 3.90 -0.33
C: -3.46 -1.89 -3.61
As: -4.41 -2.24 -1.93
C: -5.08 -0.42 -1.61
C: -6.06 -2.94 -2.74
S: -1.55 -1.00 -0.58
H: -4.00 -1.17 -4.23
H: -3.37 -2.83 -4.16
H: -2.45 -1.53 -3.41
H: -5.32 0.09 -2.54
H: -4.34 0.17 -1.05
H: -5.98 -0.48 -1.00
H: -6.41 -2.28 -3.53
H: -6.82 -3.03 -1.97
H: -5.87 -3.93 -3.15

=====

Please write out number 2 again, unchanged.
Here is C29H43AsN7O6SW as an isolated structure from the OMol25 dataset. Energies are from ωB97M-V with the def2-TZVPD basis set.

The calculation puts the max |F| at 0.94 eV/Å. Its net charge is +1. The value obtained for the LUMO energy (spin up / spin down) is -3.1 / -3.5 eV. Its spin multiplicity is 3. As for the molecular weight: 876.54 u. The calculation puts the total energy at -126980.7095 eV.

CARTESIAN COORDINATES (ANGSTROEM)
W: 0.14 0.55 0.21
C: 1.09 -3.73 1.91
N: 0.88 -2.61 2.82
C: 0.87 -2.98 4.23
C: 0.70 -1.35 2.41
N: 1.22 -0.85 1.27
C: 2.41 -1.43 0.72
C: 3.43 -1.80 1.56
C: 4.46 -2.64 1.13
C: 4.42 -3.18 -0.12
C: 3.42 -2.76 -1.04
C: 3.36 -3.34 -2.33
C: 2.43 -2.93 -3.24
C: 1.64 -1.81 -2.94
C: 1.72 -1.18 -1.73
N: 1.12 0.11 -1.57
C: 1.26 1.05 -2.49
N: 0.36 2.08 -2.52
C: 0.81 3.46 -2.71
C: -0.95 1.94 -1.92
N: 2.25 1.10 -3.40
C: 2.03 1.66 -4.73
C: 3.57 0.51 -3.21
C: 2.49 -1.76 -0.67
N: -0.03 -0.51 3.19
C: -1.26 -0.92 3.88
C: 0.08 0.91 2.95
H: 2.08 -4.17 2.06
H: 1.00 -3.42 0.88
H: 0.32 -4.48 2.11
H: 1.76 -3.60 4.42
H: -0.01 -3.57 4.48
H: 0.92 -2.10 4.86
H: 3.38 -1.49 2.60
H: 5.25 -2.92 1.82
H: 5.14 -3.91 -0.44
H: 4.05 -4.14 -2.57
H: 2.34 -3.42 -4.20
H: 0.98 -1.41 -3.70
H: 1.89 3.49 -2.81
H: 0.52 4.05 -1.84
H: 0.36 3.90 -3.60
H: -1.47 1.04 -2.26
H: -1.56 2.81 -2.18
H: -0.95 2.01 -0.81
H: 0.97 1.85 -4.90
H: 2.37 0.93 -5.47
H: 2.59 2.58 -4.88
H: 3.74 0.29 -2.16
H: 4.31 1.24 -3.54
H: 3.68 -0.40 -3.81
H: -1.37 -1.99 3.86
H: -2.11 -0.48 3.36
H: -1.23 -0.57 4.91
H: 1.11 1.23 2.89
H: -0.41 1.45 3.76
H: -0.52 1.27 2.08
O: -1.17 -4.77 -0.50
C: -1.24 -3.58 -0.71
O: -1.09 -2.83 -1.72
C: -1.61 -2.58 0.43
O: -1.84 -2.63 1.58
O: -1.77 0.16 0.59
O: 0.01 3.33 0.94
C: 1.22 3.20 0.78
C: 2.29 4.26 0.89
C: 3.57 3.50 0.54
C: 3.11 2.08 0.23
O: 3.81 1.18 -0.16
N: 1.73 1.99 0.43
H: 2.28 4.67 1.90
H: 2.05 5.08 0.21
H: 4.28 3.46 1.35
H: 4.10 3.90 -0.33
C: -3.46 -1.89 -3.61
As: -4.41 -2.24 -1.93
C: -5.08 -0.42 -1.61
C: -6.06 -2.94 -2.74
S: -1.55 -1.00 -0.58
H: -4.00 -1.17 -4.23
H: -3.37 -2.83 -4.16
H: -2.45 -1.53 -3.41
H: -5.32 0.09 -2.54
H: -4.34 0.17 -1.05
H: -5.98 -0.48 -1.00
H: -6.41 -2.28 -3.53
H: -6.82 -3.03 -1.97
H: -5.87 -3.93 -3.15

=====

Please write out number 1 again, unchanged.
Here is a 3-piece molecular cluster, C4H11NO6S overall from the OMol25 dataset. Energies are from ωB97M-V with the def2-TZVPD basis set.

The calculation puts the relative energy (zero: lowest compared OMol25 entry of this formula, charge and spin) at 24.5 kJ/mol. The calculation puts the max |F| at 1.57 eV/Å. The value obtained for the LUMO energy is 0.6 eV. Its spin multiplicity is 1. As for the molecular weight: 201.20 u. The calculation puts the total energy at -28935.0839 eV.

CARTESIAN COORDINATES (ANGSTROEM)
C: 2.15 0.81 0.71
C: 0.25 2.14 -1.02
C: 0.67 0.63 0.91
C: -0.45 -1.39 1.79
N: -0.10 1.25 0.08
O: -0.56 -1.91 -2.93
O: -2.09 -1.94 -1.01
O: -1.73 0.19 -2.30
O: 0.31 -2.12 0.97
O: -1.57 -1.05 1.52
O: 0.09 -1.30 3.02
S: -0.86 -1.16 -1.74
H: 2.69 0.47 1.59
H: 2.45 0.18 -0.13
H: 2.44 1.83 0.49
H: -0.60 2.26 -1.67
H: 0.56 3.12 -0.64
H: 1.08 1.71 -1.59
H: -1.10 1.09 0.19
H: -2.17 -0.02 -3.13
H: 1.16 -2.31 1.39
H: -2.13 -1.69 -0.07
H: -0.48 -0.77 3.60

=====

- Which of these has the lowest max |F|?
  C29H43AsN7O6SW